#one
C6H11N | ωB97M-V with the def2-TZVPD basis set

```
18
Properties=species:S:1:pos:R:3
C -3.795 0.684 0.138
N -2.581 0.881 0.432
C -1.618 0.117 -0.256
C -0.376 0.049 0.208
C 0.624 -0.960 -0.261
C 2.037 -0.397 -0.524
C 2.598 0.380 0.669
H -4.091 0.161 -0.775
H -4.592 1.206 0.656
H -1.967 -0.455 -1.118
H -0.104 0.753 0.986
H 0.735 -1.842 0.371
H 0.228 -1.301 -1.224
H 2.681 -1.269 -0.675
H 2.100 0.167 -1.455
H 3.583 0.785 0.438
H 2.543 -0.235 1.564
H 1.995 1.277 0.825
```

SMILES: C=N/C=C/CCC

#two
C6H11N | ωB97M-V with the def2-TZVPD basis set

```
18
C6H11N, DFT ωB97M-V with the def2-TZVPD basis set
C 2.249 0.357 -0.103
C 1.116 -0.651 -0.279
C -0.297 -0.047 -0.162
C -2.671 -1.644 0.937
C -0.612 1.012 -1.225
C -0.507 0.510 1.188
N -0.677 0.939 2.251
H 2.245 1.116 -0.893
H 3.218 -0.151 -0.139
H 2.175 0.869 0.863
H 1.214 -1.451 0.465
H 1.183 -1.128 -1.264
H -2.230 -1.908 1.924
H -3.301 -0.767 1.204
H -1.023 -0.871 -0.275
H -1.655 1.335 -1.153
H 0.025 1.894 -1.117
H -0.454 0.586 -2.221
```

#three
C6H11N | ωB97M-V with the def2-TZVPD basis set

```
18
Properties=species:S:1:pos:R:3
H -0.496 2.650 1.429
N 0.230 2.057 1.022
C -0.102 0.836 1.117
C 0.751 -0.272 0.544
C 2.194 0.163 0.311
C 0.107 -0.764 -0.774
C -1.366 -1.052 -0.662
C -2.313 -0.303 -1.221
H -1.044 0.504 1.574
H 0.729 -1.107 1.261
H 2.777 -0.653 -0.130
H 2.221 1.022 -0.364
H 2.672 0.469 1.246
H 0.640 -1.666 -1.103
H 0.266 0.005 -1.541
H -1.654 -1.911 -0.054
H -2.056 0.568 -1.821
H -3.371 -0.522 -1.098
```

SMILES: [H]/N=C/[C@H](C)CC=C

#four
C6H11N | ωB97M-V with the def2-TZVPD basis set

```
18
Properties=species:S:1:pos:R:3
C -3.525 1.011 0.438
C -2.665 0.283 -0.191
C -1.401 -0.105 0.610
N -0.326 -0.561 -0.408
C 0.928 0.094 -0.352
C 1.990 -0.640 -0.033
C 3.493 -0.138 -0.418
H -3.449 1.365 1.488
H -4.382 1.317 -0.050
H -2.724 -0.273 -1.175
H -0.821 0.724 1.153
H -1.619 -1.032 1.191
H -0.126 -1.573 -0.478
H 0.907 1.258 -0.380
H 2.058 -1.634 0.401
H 3.589 0.597 -1.197
H 4.026 0.223 0.453
H 4.045 -0.916 -1.052
```

SMILES: C=CCN/C=C/C

Of them, #two has the lowest stability.

#one
C6H11N | ωB97M-V with the def2-TZVPD basis set

```
18
Properties=species:S:1:pos:R:3
C -0.956 -2.981 1.039
C -0.191 -1.935 0.474
C -0.595 -0.576 0.185
C 0.379 0.309 -0.317
C 1.592 -0.209 -1.030
N 0.003 1.727 -0.578
C -0.622 2.724 0.270
H -0.525 -3.980 0.839
H -1.704 -2.984 1.897
H 0.835 -2.146 0.131
H -1.582 -0.085 0.622
H 2.277 0.609 -1.296
H 1.227 -0.711 -1.911
H 2.268 -0.847 -0.452
H -0.110 1.965 -1.542
H -0.498 3.873 -0.076
H -1.633 2.593 0.450
H -0.164 2.653 1.295
```

SMILES: C=C/C=C(\C)NC

#two
C6H11N | ωB97M-V with the def2-TZVPD basis set

```
18
Properties=species:S:1:pos:R:3
C -0.506 1.312 -0.799
C -0.354 0.252 -0.009
C 0.905 -0.561 0.153
C 2.179 0.095 -0.358
C -1.504 -0.226 0.860
C -1.244 0.276 2.215
N -0.938 0.720 3.238
H -1.466 1.817 -0.879
H 0.310 1.713 -1.392
H 1.022 -0.810 1.217
H 0.742 -1.524 -0.357
H 2.110 0.328 -1.426
H 3.034 -0.572 -0.217
H 2.376 1.025 0.184
H -1.555 -1.323 0.887
H -2.471 0.143 0.505
H -1.439 -1.683 -1.864
H -1.201 -0.983 -1.957
```

SMILES: C=C(CC)CC#N.[H][H]

#three
C6H11N | ωB97M-V with the def2-TZVPD basis set

```
18
Properties=species:S:1:pos:R:3
C -1.090 -1.467 -1.213
C 0.260 -1.365 -0.950
C 0.912 -0.521 0.066
C 2.264 -0.377 -0.197
C 0.223 0.174 1.217
C -0.378 1.557 0.733
N -1.760 1.477 0.125
H -1.519 -1.950 -2.094
H -1.733 -1.166 -0.320
H 0.990 -1.524 -1.841
H 2.717 -1.364 -0.323
H 3.065 0.368 0.117
H 0.964 0.487 1.912
H -0.674 -0.354 1.655
H 0.264 2.024 -0.090
H -0.153 2.351 1.602
H -2.432 2.194 0.397
H -2.316 0.587 0.172
```

SMILES: C=CC(=C)CCN

#four
C6H11N | ωB97M-V with the def2-TZVPD basis set

```
18
Properties=species:S:1:pos:R:3
C 1.613 -2.950 0.780
N 1.980 -1.779 1.087
C 1.206 -0.698 0.602
C 0.509 -0.420 -0.577
C 0.188 0.918 -1.147
C -1.170 1.638 -0.727
C -1.616 1.467 0.728
H 0.658 -3.291 0.293
H 2.324 -3.804 1.063
H 0.944 -0.051 1.462
H 0.226 -1.333 -1.116
H 0.201 0.822 -2.321
H 1.039 1.610 -0.912
H -1.800 1.154 -1.508
H -1.024 2.681 -1.016
H -2.653 1.886 0.902
H -1.657 0.409 0.888
H -0.968 1.742 1.519
```

SMILES: C=N/C=C/CCC

Of them, #three has the lowest stability.

#one
C6H11N | ωB97M-V with the def2-TZVPD basis set

```
18
Properties=species:S:1:pos:R:3
C 1.993 0.145 0.116
C 0.963 -0.772 -0.543
C -0.466 -0.187 -0.638
C -0.510 1.204 -1.276
C -1.111 -0.149 0.704
N -1.283 0.669 1.636
C -1.807 -0.765 1.828
H 2.138 1.053 -0.480
H 2.956 -0.375 0.184
H 1.684 0.451 1.125
H 0.920 -1.722 0.004
H 1.285 -1.026 -1.563
H -1.056 -0.886 -1.235
H -1.542 1.574 -1.320
H 0.070 1.902 -0.657
H -0.097 1.161 -2.297
H -1.240 -1.337 2.567
H -2.897 -0.940 1.843
```

SMILES: CC[C@H](C)C1=NC1

#two
C6H11N | ωB97M-V with the def2-TZVPD basis set

```
18
Properties=species:S:1:pos:R:3
C 0.213 -1.953 -0.658
C 0.534 -0.352 -0.464
C 0.668 -0.320 0.981
C 0.173 1.028 1.105
N -0.802 1.972 1.330
C -1.170 0.922 0.336
C -0.594 0.628 -0.912
H -0.659 -2.230 0.165
H -0.020 -2.044 -1.713
H 1.258 -2.633 -0.680
H 1.269 -0.231 -1.210
H 0.613 -1.266 1.627
H 1.640 0.060 1.146
H 0.741 1.489 0.273
H -0.601 2.783 0.858
H -1.890 0.180 0.909
H -1.371 0.417 -1.743
H -0.001 1.552 -1.350
```

SMILES: CC1C[C@@H]2N[C@H]2C1

Of them, #two has the lowest stability.

#one
C6H11N | ωB97M-V with the def2-TZVPD basis set

```
18
Properties=species:S:1:pos:R:3
C -0.707 -1.240 -1.344
C 0.036 -0.549 -0.507
C -0.780 0.538 0.182
C -0.948 0.628 1.522
C -1.569 1.868 2.158
N 1.482 -0.618 -0.362
C 2.277 -0.839 -1.561
H -1.540 -0.776 -1.946
H -0.384 -2.296 -1.629
H -1.449 1.001 -0.629
H -0.743 -0.255 2.183
H -0.812 2.323 2.912
H -2.576 1.639 2.717
H -1.891 2.558 1.406
H 1.749 0.144 0.307
H 2.257 -1.839 -1.929
H 1.868 -0.056 -2.290
H 3.294 -0.545 -1.270
```

SMILES: C=C(/C=C/C)NC

#two
C6H11N | ωB97M-V with the def2-TZVPD basis set

```
18
Properties=species:S:1:pos:R:3
C -1.223 2.213 -0.953
C -1.123 0.924 -0.635
C 0.038 0.034 -0.822
C 1.102 0.393 -1.532
C -0.121 -1.298 -0.131
C -0.138 -1.074 1.398
N 1.146 -0.620 1.963
H -2.170 2.708 -1.088
H -0.309 2.799 -0.951
H -2.009 0.491 -0.171
H 1.882 -0.312 -1.798
H 1.266 1.396 -1.902
H 0.682 -2.017 -0.284
H -1.115 -1.683 -0.368
H -0.525 -1.977 1.870
H -0.801 -0.243 1.659
H 1.816 -0.393 1.235
H 1.603 -1.341 2.509
```

SMILES: C=CC(=C)CCN

#three
C6H11N | ωB97M-V with the def2-TZVPD basis set

```
18
C6H11N, DFT ωB97M-V with the def2-TZVPD basis set
C 1.083 -0.661 1.758
N 2.810 0.313 -0.433
C 1.355 0.250 -0.544
C 0.470 -0.148 0.527
C -0.884 -0.277 0.201
C -1.615 0.103 -0.897
C -3.089 0.345 -0.780
H 2.153 -0.836 1.563
H 1.154 -0.021 2.650
H 0.614 -1.574 2.135
H 3.080 0.586 0.514
H 1.145 -0.443 -1.364
H 1.705 1.314 -0.761
H -1.558 -0.717 0.952
H -1.058 0.268 -1.809
H -3.674 -0.563 -0.954
H -3.296 0.773 0.193
H -3.407 1.045 -1.557
```

#four
C6H11N | ωB97M-V with the def2-TZVPD basis set

```
18
Properties=species:S:1:pos:R:3
C -0.707 -0.038 -1.699
C -0.534 -0.411 -0.402
C 0.816 -0.583 0.206
C 1.715 0.403 0.038
C 2.924 0.573 0.872
N -1.581 -0.731 0.480
C -2.842 -0.091 0.176
H -0.272 -0.635 -2.507
H -1.338 0.792 -2.017
H 0.995 -1.570 0.618
H 1.636 1.030 -0.844
H 2.830 1.333 1.661
H 3.831 0.795 0.289
H 3.319 -0.297 1.430
H -1.200 -0.893 1.398
H -2.655 0.981 0.076
H -3.383 -0.360 -0.748
H -3.554 -0.300 0.974
```

SMILES: C=C(/C=C/C)NC

Of them, #three has the lowest stability.